No. 1
ORCA calculation (the ωB97M-V functional and the def2-TZVPD basis) on a 3-piece molecular cluster, C16H38BClO14P2S overall in a non-equilibrium geometry.

Each line ends with the Löwdin charge.
Atoms and positions in Å:
C1 -0.24 1.90 6.33  -0.09
C2 0.51 0.78 5.56  -0.22
C3 1.79 1.32 4.89  -0.15
C4 1.95 0.92 3.42  -0.26
C5 0.67 1.03 2.58  -0.04
C6 3.11 1.67 2.73  -0.24
B1 3.49 1.16 1.26  -0.57
O1 4.04 -0.10 1.16  0.19
O2 3.35 1.93 0.13  0.19
O3 4.29 1.24 3.53  -0.15
S1 4.96 2.39 4.40  0.58
O4 6.25 2.67 3.91  -0.21
O5 4.93 2.09 5.78  -0.21
O6 3.91 3.54 4.06  -0.15
C7 3.20 3.20 2.86  -0.26
C8 2.00 4.07 2.48  -0.10
C9 1.90 5.39 3.25  -0.24
C10 1.60 5.21 4.74  -0.58
Cl1 0.45 6.45 5.32  0.55
H1 -1.08 2.30 5.76  0.07
H2 0.45 2.69 6.58  0.06
H3 -0.60 1.52 7.28  0.06
H4 0.80 0.07 6.33  0.10
H5 -0.15 0.25 4.88  0.10
H6 2.63 0.88 5.43  0.11
H7 1.89 2.39 5.03  0.09
H8 2.26 -0.12 3.41  0.15
H9 0.81 1.50 1.61  0.07
H10 -0.12 1.59 3.08  0.08
H11 0.26 0.04 2.39  0.08
H12 3.32 -0.75 1.10  0.12
H13 2.44 1.95 -0.20  0.12
H14 3.93 3.45 2.08  0.15
H15 1.05 3.57 2.56  0.11
H16 2.13 4.32 1.43  0.13
H17 2.75 6.05 3.09  0.12
H18 1.04 5.92 2.83  0.09
H19 1.14 4.25 4.92  0.04
H20 2.53 5.29 5.28  0.07
C11 -1.67 -3.89 -1.11  -0.10
O7 -1.99 -2.60 -0.54  -0.26
P1 -1.18 -1.26 -1.15  0.60
O8 -1.36 -0.39 0.05  -0.27
O9 -2.33 -1.04 -2.30  -0.27
C12 -3.71 -1.16 -1.96  -0.11
O10 -0.19 -0.23 -2.01  -0.24
C13 0.25 -0.63 -3.33  -0.10
H21 -2.31 -4.63 -0.64  0.09
H22 -1.86 -3.90 -2.19  0.07
H23 -0.63 -4.15 -0.92  0.08
H24 -3.90 -0.89 -0.92  0.09
H25 -4.05 -2.18 -2.14  0.08
H26 -4.27 -0.49 -2.60  0.09
H27 -0.59 -0.69 -4.02  0.07
H28 0.77 -1.59 -3.30  0.08
H29 0.95 0.13 -3.68  0.09
C14 -3.75 -1.64 -7.20  -0.11
O11 -2.48 -2.25 -6.87  -0.26
P2 -2.48 -3.55 -5.80  0.61
O12 -1.05 -3.34 -5.41  -0.28
O13 -2.64 -4.65 -6.98  -0.26
C15 -1.91 -4.51 -8.20  -0.10
O14 -2.74 -4.71 -4.62  -0.25
C16 -4.03 -5.34 -4.52  -0.11
H30 -3.57 -0.85 -7.93  0.09
H31 -4.44 -2.37 -7.64  0.08
H32 -4.20 -1.19 -6.32  0.08
H33 -0.97 -3.99 -8.04  0.09
H34 -2.51 -3.98 -8.94  0.09
H35 -1.71 -5.51 -8.57  0.09
H36 -4.23 -5.95 -5.40  0.08
H37 -4.82 -4.61 -4.39  0.08
H38 -4.01 -5.99 -3.64  0.09

Computed properties:
* SMILES string: CCC[C@@H](C)[C@]1(B(O)O)OS(=O)(=O)O[C@@H]1CCCCl.COP(=O)(OC)OC.COP(=O)(OC)OC
* relative energy (zero: lowest compared OMol25 entry of this formula, charge and spin): 62.35 kcal/mol
* E: -3251.72806 Ha
* HOMO level: -10.16 eV
* orbital gap: 7.85 eV
* multiplicity: 1

No. 2
ORCA calculation (the ωB97M-V functional and the def2-TZVPD basis) on a 8-piece molecular cluster, C16H38Br4Cl8N2O2 overall in a non-equilibrium geometry.

Each line ends with the Löwdin charge.
Atoms and positions in Å:
Br1 -2.21 2.85 -2.01  0.58
C1 -2.98 1.24 -1.09  -0.74
C2 -4.40 0.99 -1.59  -0.58
Br2 -5.10 -0.33 -0.25  0.63
H1 -2.89 1.33 -0.01  -0.02
H2 -2.28 0.44 -1.31  0.01
H3 -4.53 0.62 -2.61  0.06
H4 -5.03 1.88 -1.49  0.05
Br3 4.51 1.72 3.77  0.54
C3 5.83 0.56 2.78  -0.61
C4 5.38 -0.94 2.67  -0.57
Br4 4.88 -1.54 4.56  0.49
H5 6.82 0.61 3.23  0.06
H6 5.96 0.91 1.75  0.06
H7 6.25 -1.47 2.30  0.07
H8 4.47 -1.10 2.09  -0.01
C5 -1.65 -0.61 -4.33  -0.05
C6 -1.41 -2.15 -4.24  -0.45
C7 -2.02 -2.69 -2.97  -0.14
O1 -1.30 -2.10 -1.82  -0.23
C8 -1.79 -2.49 -0.57  -0.13
N1 -2.01 -2.72 -5.43  0.04
H9 -1.52 -0.30 -5.36  0.08
H10 -0.91 -0.11 -3.71  0.06
H11 -2.65 -0.41 -3.94  0.07
H12 -0.34 -2.33 -4.32  0.11
H13 -1.86 -3.77 -3.01  0.13
H14 -3.09 -2.46 -2.93  0.13
H15 -2.72 -1.92 -0.48  0.03
H16 -1.01 -2.43 0.19  0.08
H17 -2.06 -3.55 -0.58  0.09
H18 -2.97 -2.45 -5.31  0.07
H19 -1.68 -2.10 -6.16  0.07
C9 0.84 1.30 4.09  0.01
C10 0.03 0.22 4.78  -0.34
C11 -1.09 -0.30 3.91  -0.19
O2 -1.95 0.74 3.48  -0.20
C12 -3.16 0.26 2.87  -0.06
N2 0.89 -0.83 5.21  0.36
H20 1.32 2.00 4.77  0.10
H21 0.12 1.91 3.56  0.10
H22 1.52 0.78 3.40  0.06
H23 -0.42 0.51 5.73  0.18
H24 -1.60 -1.14 4.38  0.14
H25 -0.71 -0.75 2.99  0.12
H26 -3.86 -0.02 3.66  0.11
H27 -2.88 -0.49 2.13  0.08
H28 -3.60 1.14 2.41  0.06
H29 1.68 -0.56 5.79  0.15
H30 1.24 -1.41 4.46  0.15
C13 2.56 -1.31 -4.72  -0.97
Cl1 4.29 -1.03 -5.03  0.53
Cl2 2.14 -1.37 -2.94  0.49
H31 1.99 -0.50 -5.17  0.00
H32 2.25 -2.23 -5.22  0.03
C14 1.15 0.04 0.28  -1.00
Cl3 2.91 0.35 0.46  0.58
Cl4 0.23 1.47 -0.03  0.62
H33 1.06 -0.62 -0.58  -0.03
H34 0.69 -0.47 1.12  0.00
C15 3.70 1.96 -2.50  -1.02
Cl5 5.02 3.05 -2.89  0.53
Cl6 2.43 2.02 -3.82  0.47
H35 4.11 0.96 -2.35  -0.01
H36 3.33 2.25 -1.52  -0.02
C16 -1.95 3.70 2.01  -1.02
Cl7 -0.93 5.16 1.79  0.52
Cl8 -3.38 3.80 0.98  0.53
H37 -1.38 2.83 1.67  -0.05
H38 -2.26 3.38 3.01  0.03

Computed properties:
* total charge: +1
* <S²>: 0.7541
* E: -14869.58192 Ha
* HOMO level (spin up / spin down): -11.30 / -11.30 eV
* orbital gap (spin up / spin down): 8.19 / 2.79 eV
* multiplicity: 2

No. 3
ORCA calculation (the ωB97M-V functional and the def2-TZVPD basis) on a 7-piece molecular cluster, C16H38Br6N2O6 overall in a non-equilibrium geometry.

Each line ends with the Löwdin charge.
Atoms and positions in Å:
C1 -4.68 1.17 1.04  0.06
N1 -3.99 -0.14 0.78  -0.38
O1 -2.98 -0.12 0.09  0.04
O2 -4.53 -1.17 1.23  0.04
H1 -4.53 1.42 2.09  0.10
H2 -5.71 1.07 0.72  0.10
H3 -4.19 1.92 0.42  0.05
C2 3.63 2.40 -3.02  0.01
N2 3.61 3.27 -4.24  -0.45
O3 3.05 2.87 -5.22  0.08
O4 4.17 4.37 -4.16  0.05
H4 3.25 3.01 -2.21  0.08
H5 4.66 2.16 -2.79  0.10
H6 3.02 1.53 -3.17  0.05
Br1 -0.56 -2.61 -0.58  0.71
C3 -0.44 -1.01 -1.68  -0.67
C4 0.66 -0.16 -1.15  -0.68
Br2 0.37 1.65 -1.78  0.76
H7 -1.40 -0.51 -1.61  0.01
H8 -0.28 -1.35 -2.70  0.06
H9 1.64 -0.54 -1.43  0.05
H10 0.65 -0.11 -0.07  0.04
Br3 -5.06 -6.07 0.42  0.62
C5 -3.89 -4.55 0.23  -0.73
C6 -3.17 -4.19 1.49  -0.73
Br4 -1.89 -5.55 2.04  0.58
H11 -4.52 -3.71 -0.06  0.05
H12 -3.20 -4.70 -0.60  0.05
H13 -3.83 -3.98 2.32  0.06
H14 -2.57 -3.30 1.32  -0.02
Br5 5.19 -3.24 1.45  0.69
C7 4.51 -3.90 -0.28  -0.67
C8 3.43 -2.99 -0.77  -0.73
Br6 2.87 -3.64 -2.51  0.65
H15 4.19 -4.92 -0.12  0.06
H16 5.40 -3.86 -0.89  0.04
H17 3.84 -1.99 -0.91  0.05
H18 2.58 -2.94 -0.09  0.03
C9 -2.45 3.68 1.60  -0.06
C10 -2.33 4.04 0.11  -0.30
O5 -3.15 3.18 -0.60  -0.22
C11 -3.03 3.33 -2.04  -0.26
C12 -3.74 2.17 -2.65  -0.07
H19 -2.05 2.67 1.76  0.08
H20 -1.86 4.35 2.22  0.08
H21 -3.49 3.69 1.91  0.07
H22 -2.57 5.10 -0.08  0.12
H23 -1.29 3.87 -0.23  0.10
H24 -3.37 4.33 -2.34  0.13
H25 -1.96 3.25 -2.32  0.07
H26 -3.17 1.27 -2.42  0.06
H27 -3.97 2.35 -3.69  0.08
H28 -4.71 2.06 -2.15  0.08
C13 4.17 1.09 1.00  -0.07
C14 3.99 0.16 2.18  -0.34
O6 2.69 -0.32 2.20  -0.17
C15 2.49 -1.30 3.20  -0.31
C16 1.04 -1.33 3.53  -0.07
H29 5.17 1.52 1.03  0.08
H30 4.02 0.57 0.05  0.06
H31 3.40 1.87 1.02  0.08
H32 4.76 -0.63 2.16  0.05
H33 4.19 0.73 3.11  0.12
H34 2.84 -2.28 2.83  0.07
H35 3.08 -1.10 4.11  0.12
H36 0.43 -1.59 2.67  0.06
H37 0.75 -0.32 3.86  0.09
H38 0.82 -1.99 4.36  0.08

Computed properties:
* SMILES string: C[N+](=O)[O-].C[N+](=O)[O-].BrCCBr.BrCCBr.BrCCBr.CCOCC.CCOCC
* E: -16637.24514 Ha
* HOMO level: -9.80 eV
* orbital gap: 9.63 eV
* multiplicity: 1